# 1
Below is a molecular structure, C6H9O6PS2 in a non-equilibrium geometry, with properties calculated with ωB97M-V with the def2-TZVPD basis set.

XYZ file:
```
24
Properties=species:S:1:pos:R:3:mulliken_charge:R:1
S -5.484 0.927 -0.995 -0.263
S 12.984 0.298 0.118 -0.918
P 0.343 -0.027 0.107 -0.106
O 0.299 -1.666 -0.053 -0.259
O -2.312 1.797 1.057 -0.421
O -3.999 3.227 0.726 -0.649
O -1.207 0.260 -0.450 -0.245
O 1.183 -0.016 -1.344 -0.290
O -1.290 -0.270 1.653 -0.706
C 1.277 1.244 -2.004 -0.741
C 0.562 -2.546 0.955 -0.744
C -3.512 2.105 0.606 0.521
C -3.381 -0.328 0.475 -0.760
C -1.930 0.268 0.689 1.159
C -4.197 0.868 0.053 0.149
H 1.084 2.027 -1.327 0.382
H 0.752 1.310 -2.942 0.229
H 1.442 -3.010 1.086 0.366
H 12.104 -0.644 0.080 -0.082
H -3.878 -0.753 1.380 0.248
H -3.254 -1.101 -0.207 0.346
H 2.320 1.319 -2.301 0.267
H 0.322 -1.979 1.798 0.309
H -0.229 -3.311 0.840 0.207
```

## Properties
- E_tot (eV) = -49613.286
- relative energy (zero: lowest compared OMol25 entry of this formula, charge and spin) (kcal/mol) = 0.0
- HOMO-LUMO gap (eV) = 4.31
- strongest force on any atom (hartree/bohr) = 0.094
- total charge = -2

=====

# 2
Below is a molecular structure, C5H6BrCl3 in a non-equilibrium geometry, with properties calculated with ωB97M-V with the def2-TZVPD basis set.

XYZ file:
```
15
Properties=species:S:1:pos:R:3:mulliken_charge:R:1
Br 1.468 1.639 2.668 -0.121
Cl 4.778 0.438 1.776 -0.082
Cl 2.139 2.795 -0.093 -0.183
Cl 3.444 -1.092 3.645 -0.069
C 0.379 0.726 0.219 0.763
C -0.361 -0.281 1.101 -1.785
C 0.024 0.684 -1.250 -1.214
C 3.261 -0.217 2.219 0.017
C 1.261 1.602 0.744 0.290
H -0.830 1.257 -1.266 0.347
H -0.964 -1.006 0.700 0.457
H -0.895 0.122 2.001 0.399
H 1.007 1.115 -1.724 0.322
H -0.088 -0.407 -1.566 0.311
H 0.265 -0.833 1.666 0.547
```

## Properties
- E_tot (eV) = -112887.540
- relative energy (zero: lowest compared OMol25 entry of this formula, charge and spin) (kcal/mol) = 58.4
- HOMO-LUMO gap (eV) = 8.10
- strongest force on any atom (hartree/bohr) = 0.101
- total charge = 0

=====

# 3
Below is a molecular structure, C24H52N4O6P2SSe4V in a non-equilibrium geometry, with properties calculated with ωB97M-V with the def2-TZVPD basis set.

XYZ file:
```
94
Properties=species:S:1:pos:R:3:mulliken_charge:R:1
Se -0.391 -0.611 -2.977 0.447
Se -2.562 1.381 -0.481 -0.933
Se -0.668 0.132 2.250 -0.611
Se -2.569 -1.911 -1.015 0.185
V -0.802 -0.319 -0.151 1.122
S 0.441 2.740 -0.927 1.516
P 1.171 -2.848 0.673 -1.146
P 2.598 -0.351 0.672 -1.070
O 0.435 3.258 0.478 -0.785
O 1.385 0.227 0.053 1.492
O 0.413 -2.254 -0.465 0.383
O 2.469 -1.944 1.005 -0.329
O -3.844 -0.925 1.867 -0.481
O -5.340 2.900 2.872 -0.553
N 0.428 -3.042 2.094 0.956
N 2.989 0.266 2.116 1.209
N 3.837 -0.261 -0.409 0.360
N 1.735 -4.322 0.223 0.532
C -2.264 -0.243 -3.446 -0.817
C -1.917 -3.545 -1.853 -0.848
C -0.463 3.944 -1.899 -0.363
C -3.364 1.460 2.442 2.404
C 0.347 -0.019 -4.681 -1.346
C -0.978 -3.426 2.141 -0.899
C -4.089 2.442 3.373 -1.156
C 1.039 -2.839 3.400 -0.931
C -1.587 4.515 -3.936 -0.616
C 3.510 -0.487 -1.816 -0.939
C 2.080 3.223 -1.535 -1.257
C -2.020 5.701 -3.351 -0.459
C -0.891 5.116 -1.306 -0.547
C -4.389 0.369 2.065 -1.016
C -2.814 2.277 1.253 -1.270
C 2.095 -4.575 -1.167 -0.924
C -0.806 3.634 -3.207 -0.120
C 2.307 -5.259 1.174 -0.982
C 2.632 1.659 2.409 -0.651
C -2.217 0.849 3.255 -1.845
C -3.258 -1.114 -2.684 -1.135
C 5.173 -0.712 -0.051 -0.941
C -1.674 5.999 -2.041 -0.680
C 3.921 -0.341 3.053 -1.242
H 5.415 -0.426 0.968 0.259
H 1.424 -0.170 -4.645 0.337
H 3.496 2.319 2.279 0.217
H 4.117 -1.378 2.787 0.341
H 1.760 -5.574 -1.452 0.336
H 3.401 -5.219 1.173 0.294
H -1.380 -3.530 1.135 -0.066
H -1.205 -3.309 -2.639 0.214
H 4.168 0.124 -2.438 0.410
H -2.442 0.807 -3.220 0.370
H -2.605 0.058 3.896 0.386
H -0.621 5.310 -0.275 0.464
H 4.868 0.206 3.083 0.377
H -1.876 4.274 -4.951 0.408
H -0.082 -0.637 -5.466 0.389
H 2.002 -6.275 0.912 0.327
H -0.471 2.698 -3.641 0.189
H 2.223 4.283 -1.332 0.425
H -1.755 1.615 3.881 0.552
H 2.162 3.007 -2.601 0.338
H 3.485 -0.319 4.054 0.303
H 1.948 -5.047 2.177 0.248
H -3.479 3.114 1.023 0.618
H -1.432 -4.148 -1.090 0.199
H 2.796 2.626 -0.968 0.305
H 0.565 -1.988 3.897 0.137
H 0.133 1.031 -4.870 0.348
H -4.101 -0.511 -2.354 0.422
H 5.277 -1.800 -0.148 0.243
H 5.897 -0.237 -0.715 0.382
H -3.617 -1.950 -3.282 0.504
H -1.554 -2.656 2.657 0.231
H 2.290 1.713 3.443 0.294
H -2.021 6.918 -1.587 0.399
H -5.204 3.242 1.982 0.367
H 2.102 -2.636 3.302 0.234
H -2.929 -0.816 1.566 -0.134
H 3.179 -4.518 -1.321 0.299
H -1.830 2.676 1.501 0.273
H 1.604 -3.847 -1.808 0.113
H 3.641 -1.539 -2.096 0.267
H -3.426 3.289 3.589 0.350
H -5.103 0.265 2.886 0.505
H -4.323 1.941 4.314 0.486
H -4.941 0.687 1.175 0.199
H 2.478 -0.197 -2.003 -0.040
H 0.904 -3.738 4.009 0.444
H -1.087 -4.384 2.660 0.282
H -2.780 -4.077 -2.249 0.473
H -2.642 6.384 -3.915 0.390
H -2.340 -0.396 -4.522 0.626
H 1.815 1.988 1.769 -0.052
```

## Properties
- spin multiplicity = 2
- E_tot (eV) = -360466.390
- relative energy (zero: lowest compared OMol25 entry of this formula, charge and spin) (kcal/mol) = 19.7
- HOMO-LUMO gap (alpha / beta) (eV) = 6.38 / 5.84
- strongest force on any atom (hartree/bohr) = 0.024
- <S²> = 0.766
- total charge = 0

=====

# 4
Below is a molecular structure, C35H38N6NaS2 in a non-equilibrium geometry, with properties calculated with ωB97M-V with the def2-TZVPD basis set.

XYZ file:
```
82
Properties=species:S:1:pos:R:3:mulliken_charge:R:1
S 1.056 -3.120 -0.169 -0.524
S 0.535 0.676 -2.075 -0.380
Na 0.469 -0.578 0.395 0.648
N 0.393 1.768 1.801 1.699
N -0.315 -0.926 3.119 0.174
N 2.735 -0.145 1.382 0.243
N -2.950 0.883 -0.952 -0.148
N -1.862 -2.436 -0.658 1.126
N -1.900 1.614 -0.387 2.213
C -0.787 2.609 1.584 -3.456
C 4.625 -1.550 1.006 -0.868
C -1.746 -3.030 -3.054 -0.215
C 0.224 -3.188 -1.674 0.546
C 1.626 2.494 1.454 -1.512
C 0.215 3.129 -3.062 -0.708
C -3.016 -1.606 -0.929 -1.418
C -2.161 -3.529 0.243 -1.278
C -1.925 3.827 -1.495 -0.244
C -2.583 0.789 1.777 -1.634
C -0.970 -1.944 3.651 -0.306
C -1.147 -2.888 -1.813 -0.190
C 0.315 -3.728 -4.040 -0.539
C -1.745 -0.624 5.475 -0.398
C -3.160 3.094 1.230 -1.243
C -0.348 0.249 3.736 -0.192
C 3.227 0.744 0.528 0.782
C -4.250 1.243 -0.976 -0.018
C -1.426 4.735 -2.414 -1.073
C -1.032 -3.434 -4.171 -0.999
C 0.530 1.335 3.192 -0.618
C -1.050 0.441 4.927 -0.940
C -2.106 2.025 1.013 3.263
C -4.916 2.197 -0.280 -1.070
C 0.923 -3.610 -2.810 -0.852
C 2.417 1.964 0.261 0.119
C -1.363 2.572 -1.320 -0.569
C 5.147 -0.627 0.112 -0.381
C -0.264 2.198 -2.127 0.274
C -4.391 3.093 0.699 -0.505
C -2.584 -0.324 -1.655 -0.086
C -0.345 4.375 -3.206 -0.637
C 3.411 -1.259 1.604 -0.206
C 4.441 0.535 -0.130 -1.016
C -1.697 -1.851 4.828 -0.836
H -1.946 -0.064 1.552 -0.314
H -0.895 -2.871 3.102 0.553
H -2.207 -2.711 5.237 0.424
H -0.511 3.393 0.875 0.626
H 1.049 2.822 -3.679 0.473
H 2.955 -1.941 2.307 0.427
H -2.567 0.989 2.845 0.339
H 3.075 2.761 -0.093 0.567
H 1.976 -3.825 -2.694 0.406
H -1.496 -0.337 -1.741 -0.484
H -2.802 -2.828 -3.175 0.318
H -1.887 5.710 -2.519 0.415
H 1.395 3.542 1.235 0.767
H -2.314 -0.498 6.386 0.395
H 4.810 1.274 -0.826 0.439
H -3.609 0.562 1.499 0.759
H -5.970 2.303 -0.500 0.341
H -5.085 3.862 1.025 0.363
H -4.835 0.618 -1.645 0.304
H -1.227 -4.039 0.475 0.287
H 5.139 -2.474 1.220 0.387
H 0.054 5.069 -3.935 0.356
H 1.728 1.720 -0.562 -0.903
H -3.799 -2.137 -1.503 0.406
H -2.995 -0.294 -2.668 0.328
H -2.913 3.884 1.928 0.164
H -2.868 -4.254 -0.197 0.299
H -1.053 3.101 2.535 0.236
H 2.303 2.495 2.314 0.618
H 6.090 -0.812 -0.386 0.388
H -2.773 4.111 -0.893 0.287
H -2.594 -3.133 1.165 0.382
H -1.529 -3.521 -5.129 0.384
H 0.884 -4.059 -4.900 0.355
H 1.533 0.911 3.274 0.633
H -3.462 -1.351 0.036 0.599
H 0.452 2.212 3.861 0.214
H -1.052 1.407 5.417 0.433
```

## Properties
- E_tot (eV) = -71940.746
- relative energy (zero: lowest compared OMol25 entry of this formula, charge and spin) (kcal/mol) = 47.7
- HOMO-LUMO gap (eV) = 5.52
- strongest force on any atom (hartree/bohr) = 0.020
- total charge = -1